Below is 2 unconnected molecules or ions with the total composition C4H6O2 in a non-equilibrium geometry, with properties calculated with wB97M-V/def2-TZVPD.

The spin multiplicity is 1. The value obtained for the max |F| is 1.39 eV Å⁻¹. Its total charge is 0. The value obtained for the HOMO-LUMO gap (spin up / spin down) is 8.08 / 8.09 eV. As for the calculated total energy: -306.297514 Ha.

Geometry as XYZ:
```
12
Properties=species:S:1:pos:R:3:forces:R:3:lowdin_charge:R:1
O -0.0049 1.1839 -1.2806 -0.04 0.06 0.12 0.029
C 0.1125 0.0260 -0.5294 0.12 -0.09 0.03 -0.601
C -0.8817 -1.1791 -0.5948 -0.07 -0.17 -0.17 -0.097
C -0.8424 -0.3380 0.5946 0.02 -0.20 0.13 -0.087
C 1.3906 -0.3675 -0.1909 0.93 -0.25 0.33 0.000
O 2.4421 -0.6866 0.1628 -1.28 0.30 -0.45 0.256
H -0.5286 1.7761 -0.7142 0.08 -0.06 -0.14 0.103
H -0.4991 -2.2030 -0.6611 0.00 0.18 0.01 0.106
H -1.6277 -0.9352 -1.3512 0.16 -0.07 0.03 0.109
H -0.3790 -0.7709 1.4846 -0.04 0.09 -0.05 0.066
H 0.0740 1.5836 1.5274 0.09 0.10 0.08 0.040
H 0.7442 1.9108 1.5529 0.03 0.11 0.09 0.076
```
Forces are in eV/Å.

***

Below is a single C4H6O2 molecule in a non-equilibrium geometry, with properties calculated with wB97M-V/def2-TZVPD.

The spin multiplicity is 1. The value obtained for the max |F| is 2.46 eV Å⁻¹. Its total charge is 0. The value obtained for the HOMO-LUMO gap is 10.10 eV. As for the calculated total energy: -306.418220 Ha.

Geometry as XYZ:
```
12
Properties=species:S:1:pos:R:3:forces:R:3:lowdin_charge:R:1
C 1.7354 0.4303 -0.7893 -0.18 -1.09 0.32 -0.009
C 0.5041 0.3450 0.2480 -0.03 2.32 -0.79 -0.290
O 0.1912 1.5113 0.3283 -1.24 1.00 1.08 0.001
C -0.6686 -0.5053 0.9940 0.61 -0.12 -0.38 -0.056
C -1.7961 -0.6660 -0.0222 0.12 -0.28 -0.25 -0.272
O -2.2700 -1.7226 -0.3564 0.22 0.46 0.26 0.057
H 1.3599 0.1614 -1.7794 0.12 -0.43 0.11 0.070
H 2.6181 -0.1360 -0.5239 0.05 -0.53 -0.12 0.054
H 2.0462 1.5010 -0.8875 -0.65 -0.98 0.62 0.089
H -0.5325 -1.4562 1.5225 0.55 0.12 -0.51 0.110
H -1.0350 0.2454 1.7215 0.42 -0.35 -0.37 0.118
H -2.1526 0.2919 -0.4557 0.01 -0.13 0.04 0.129
```
Forces are in eV/Å.

***

Below is a molecular structure, C4H6O2 in a non-equilibrium geometry, with properties calculated with wB97M-V/def2-TZVPD.

The spin multiplicity is 1. The value obtained for the max |F| is 3.81 eV Å⁻¹. Its total charge is 0. The value obtained for the HOMO-LUMO gap is 9.04 eV. As for the calculated total energy: -306.382373 Ha.

Geometry as XYZ:
```
12
Properties=species:S:1:pos:R:3:forces:R:3:lowdin_charge:R:1
O 2.0089 -0.3960 0.8404 0.17 0.09 -0.22 0.087
C 0.7676 -0.1513 0.3771 -0.38 0.12 -0.08 -0.292
C -0.5619 -0.4450 1.0113 -0.05 -0.02 0.42 -0.088
C -1.1948 0.2890 -0.2167 -0.21 0.16 0.08 -0.093
C 0.2243 0.4263 -0.7037 -0.25 0.86 2.29 -0.375
O 0.7402 0.8914 -1.9000 -0.88 -3.37 0.03 0.014
H 2.6359 0.0320 0.2365 -0.06 -0.15 0.19 0.122
H 0.4920 -0.1583 -1.9436 1.49 2.23 -2.71 0.178
H -0.8288 -1.5047 1.1051 0.07 0.20 -0.08 0.113
H -0.7347 0.0560 1.9668 -0.02 -0.05 -0.03 0.111
H -1.6375 1.2560 0.0361 -0.13 -0.14 0.05 0.110
H -1.9111 -0.2953 -0.8092 0.26 0.07 0.05 0.111
```
Forces are in eV/Å.

***

Below is 3 unconnected molecules or ions with the total composition C4H6O2 in a non-equilibrium geometry, with properties calculated with wB97M-V/def2-TZVPD.

The spin multiplicity is 1. The value obtained for the max |F| is 1.48 eV Å⁻¹. Its total charge is 0. The value obtained for the HOMO-LUMO gap is 10.80 eV. As for the calculated total energy: -306.416893 Ha.

Geometry as XYZ:
```
12
Properties=species:S:1:pos:R:3:forces:R:3:lowdin_charge:R:1
O 0.4534 2.9193 0.3990 0.74 -1.16 -0.10 0.048
C 1.0458 1.9544 0.3157 -0.72 1.29 0.11 0.029
C -1.7411 0.4441 -0.0189 -0.02 -0.18 -0.01 -0.115
C -1.4619 -0.8533 -0.0843 -0.11 0.17 0.00 -0.090
O 1.3877 -1.8943 -0.3541 0.34 0.44 0.09 -0.023
C 2.0287 -0.9069 -0.1004 -0.11 -0.35 -0.08 -0.196
H -1.8077 1.0591 -0.9143 0.01 -0.11 0.13 0.050
H -1.9173 0.9469 0.9305 0.02 -0.11 -0.15 0.049
H -1.3962 -1.4720 0.8075 0.00 0.12 -0.13 0.056
H -1.2814 -1.3569 -1.0310 -0.02 0.12 0.16 0.053
H 2.4477 -0.2503 -0.8875 -0.07 -0.13 0.02 0.070
H 2.2422 -0.5901 0.9379 -0.05 -0.09 -0.06 0.070
```
Forces are in eV/Å.

***

Below is a single C4H6O2 molecule in a non-equilibrium geometry, with properties calculated with wB97M-V/def2-TZVPD.

The spin multiplicity is 1. The value obtained for the max |F| is 3.23 eV Å⁻¹. Its total charge is 0. The value obtained for the HOMO-LUMO gap (spin up / spin down) is 9.32 / 8.99 eV. As for the calculated total energy: -306.331123 Ha.

Geometry as XYZ:
```
12
Properties=species:S:1:pos:R:3:forces:R:3:lowdin_charge:R:1
C 1.6061 -0.1558 0.4476 0.12 -0.24 -0.11 0.004
C 0.4024 0.7052 0.5019 0.34 0.58 0.48 -0.398
O 0.2306 1.5736 1.3236 1.63 -0.13 0.47 0.118
C -0.7913 0.6637 -0.4319 0.36 1.05 0.50 -0.480
C -1.6389 -0.4805 -0.6163 -0.66 -0.35 -0.05 0.166
O -1.6731 1.3728 0.3913 -2.34 -1.49 -1.65 0.003
H 2.2560 0.1875 -0.3621 0.00 -0.05 0.02 0.096
H 2.1447 -0.0997 1.3961 -0.07 -0.06 -0.19 0.093
H 1.2970 -1.1778 0.2183 0.17 -0.06 0.03 0.085
H -0.6072 1.1879 -1.3738 0.34 0.00 -0.09 0.149
H -1.7933 -1.2299 0.1555 0.03 0.42 0.09 0.084
H -2.1249 -0.6807 -1.5780 0.07 0.35 0.48 0.081
```
Forces are in eV/Å.

***

Below is a molecular structure, C4H6O2, with properties calculated with wB97M-V/def2-TZVPD.

The spin multiplicity is 1. The value obtained for the max |F| is 0.64 eV Å⁻¹. Its total charge is 0. The value obtained for the HOMO-LUMO gap is 11.39 eV. As for the calculated total energy: -306.487477 Ha.

Geometry as XYZ:
```
12
Properties=species:S:1:pos:R:3:forces:R:3:lowdin_charge:R:1
C 0.1056 0.9056 1.3025 -0.03 0.00 0.00 -0.039
C 0.2807 0.4640 -0.1287 0.25 0.10 0.22 -0.333
C 0.3046 -1.0367 -0.4393 0.09 -0.08 0.01 -0.006
C -0.8168 -0.6767 -1.3993 -0.28 -0.36 -0.42 -0.476
O -1.4316 -1.2043 -2.2741 0.23 0.29 0.51 0.137
O -0.9180 0.6131 -0.9586 -0.06 0.00 -0.08 0.060
H -0.6512 0.3060 1.8186 0.06 0.09 -0.11 0.087
H -0.1775 1.9608 1.3617 0.04 -0.15 -0.04 0.085
H 1.0617 0.7786 1.8233 -0.16 0.02 -0.04 0.089
H 1.0908 1.0145 -0.6163 -0.06 -0.07 0.08 0.146
H 1.2045 -1.4684 -0.8797 -0.16 0.07 0.02 0.122
H -0.0530 -1.6564 0.3899 0.09 0.09 -0.16 0.127
```
Forces are in eV/Å.

***

Below is a single C4H6O2 molecule, with properties calculated with wB97M-V/def2-TZVPD.

The spin multiplicity is 1. The value obtained for the max |F| is 0.96 eV Å⁻¹. Its total charge is 0. The value obtained for the HOMO-LUMO gap is 8.97 eV. As for the calculated total energy: -306.404622 Ha.

Geometry as XYZ:
```
12
Properties=species:S:1:pos:R:3:forces:R:3:lowdin_charge:R:1
O 1.2161 -1.0398 1.0416 -0.22 -0.11 -0.14 0.049
C 0.5411 -1.0915 -0.0231 0.19 -0.40 0.25 -0.159
C -0.8882 -0.6979 -0.0152 -0.01 -0.08 -0.04 -0.071
C -0.3887 0.7332 0.2666 0.23 -0.08 -0.28 -0.522
O -0.1063 0.9213 1.5229 0.58 -0.51 0.01 -0.069
C 0.1406 1.3622 -0.8178 -0.25 0.23 0.07 0.086
H 0.6637 -0.1723 1.6364 -0.56 0.76 -0.15 0.143
H 1.0540 -1.3769 -0.9441 -0.05 0.02 0.06 0.149
H -1.4479 -1.0975 0.8320 0.08 0.10 -0.12 0.132
H -1.3935 -0.8458 -0.9687 0.16 0.04 0.11 0.121
H -0.1125 1.0339 -1.8221 -0.05 0.08 0.20 0.068
H 0.7216 2.2710 -0.7085 -0.08 -0.06 0.03 0.073
```
Forces are in eV/Å.

***

Below is a single C4H6O2 molecule in a non-equilibrium geometry, with properties calculated with wB97M-V/def2-TZVPD.

The spin multiplicity is 1. The value obtained for the max |F| is 1.43 eV Å⁻¹. Its total charge is 0. The value obtained for the HOMO-LUMO gap is 8.20 eV. As for the calculated total energy: -306.373413 Ha.

Geometry as XYZ:
```
12
Properties=species:S:1:pos:R:3:forces:R:3:lowdin_charge:R:1
C 1.6788 -0.2060 -0.0383 0.34 0.06 0.07 -0.046
C 0.2772 0.2122 0.0415 0.55 0.46 -0.21 -0.338
C -1.5397 -0.6137 0.6649 -0.50 0.58 -0.30 0.040
O -0.4533 -0.1641 1.2148 -0.26 -0.16 -0.35 0.002
C -0.4852 1.0057 -0.7566 0.42 -0.41 0.07 -0.248
O -1.7673 1.0071 -0.6348 -0.02 -1.26 0.68 -0.050
H 2.1221 0.2814 -0.9098 0.12 -0.04 0.14 0.087
H 2.2217 0.0733 0.8671 0.21 -0.05 -0.06 0.082
H 1.7721 -1.2909 -0.1839 0.02 0.17 0.06 0.085
H -2.4805 -0.4798 1.1726 -0.07 0.01 0.29 0.115
H -1.3830 -1.4922 0.0230 -0.44 0.75 -0.43 0.133
H 0.0370 1.6670 -1.4603 -0.38 -0.09 0.04 0.137
```
Forces are in eV/Å.